Molecular formula: C21H14Br2Cl15F7O2
Method: DFT, ωB97M-V/def2-TZVPD

Atoms and positions in Å:
H  0.2571  1.0101  1.4644
C  0.6609  -2.9566  -2.4514
Cl  1.7053  1.2686  2.2452
H  -1.8378  5.6552  0.0275
C  -4.1933  2.5272  -2.2210
Cl  5.9340  -2.1181  4.1456
C  3.2618  1.0364  3.0593
C  6.1423  -3.6037  3.2027
H  10.1571  -3.0104  6.7310
H  -5.0194  4.4489  -3.5284
Cl  -3.8095  -4.3063  -5.5479
H  3.0689  0.7626  4.0997
H  -4.8286  1.7441  -2.8180
H  -4.4851  -2.7992  1.0588
C  -1.3465  2.7655  1.0443
C  -3.1749  2.0888  -0.9944
C  -4.1382  -3.7336  1.5073
F  -0.3475  -2.2769  -3.2969
C  -3.3132  7.0250  -3.8490
C  -2.3518  3.2466  -0.1748
Cl  8.7754  -1.1016  6.6842
C  9.6552  -2.4476  5.9398
Cl  4.2028  2.5377  3.0424
Cl  4.1731  -0.2775  2.2961
C  -4.3232  4.1406  -2.6332
Cl  -3.0969  -2.9087  -3.0938
C  -2.9429  0.5219  -0.5521
Br  -0.0144  -4.5456  -1.4437
C  -0.9088  -1.4073  -0.0481
O  -3.9149  -0.3902  -0.7958
F  -2.6916  8.3698  -4.1369
Cl  -2.9861  -3.3408  2.7949
C  -1.4754  0.1217  0.1434
C  -0.7677  1.2032  0.9073
H  -1.4537  -1.8655  -0.9974
C  -3.5056  6.8619  -2.1980
C  1.3898  -1.8069  -1.5402
H  -1.2857  -2.0738  0.8686
Br  1.6352  -0.0882  -2.6096
Cl  -5.5413  -4.5904  2.1681
Cl  -3.3826  -5.8073  -3.0885
Cl  5.6482  -5.0166  4.1509
C  -2.4562  4.8425  -0.5469
H  -4.4151  7.0246  -4.3027
C  -2.8886  -4.3944  -4.0367
H  -1.8293  -4.4992  -4.2846
Cl  10.8862  -1.8418  4.8186
O  -0.9626  3.5471  2.0636
H  1.0196  -2.4723  0.6216
C  -3.4417  5.2514  -1.8048
Cl  5.2214  -3.5157  1.6915
Cl  -3.3555  -4.7014  0.2463
F  -2.4283  5.9925  -4.4399
F  2.7956  -2.3031  -1.2960
Cl  8.5349  -3.5368  5.1044
F  -4.7756  7.4827  -1.7048
H  7.2016  -3.7086  2.9548
C  0.7224  -1.5478  -0.0686
F  1.7187  -3.4673  -3.4006
H  1.2913  -0.6194  0.4064
F  -2.3691  7.6038  -1.5842

Computed properties:
Electronic energy = -13708.4398 Ha
Gap between HOMO and LUMO = 0.2749 Ha

Atomic charges from the Mulliken analysis, expressed in e, are listed below: -0.50 0.50 0.04 0.35 -0.57 -0.08 0.00 -0.10 0.32 0.22 -0.14 0.28 0.34 0.15 0.24 0.24 0.19 -0.18 0.18 0.26 -0.12 0.02 -0.12 -0.06 -0.36 0.00 0.26 -0.04 1.00 -0.55 -0.28 -0.15 0.36 0.02 -0.36 0.58 0.13 -0.12 -0.07 -0.14 -0.12 -0.12 -0.50 0.26 0.08 0.20 -0.13 -0.56 0.34 0.36 -0.10 -0.06 -0.23 -0.30 -0.09 -0.28 0.40 -0.15 -0.28 -0.18 -0.29



Molecular formula: C21H14Cl2F6N3O6S3Sr
Method: DFT, ωB97M-V/def2-TZVPD

Atoms and positions in Å:
F  5.5832  -3.6294  1.9696
Cl  -4.3000  2.9721  2.1501
C  -0.8069  3.1129  -3.0625
S  1.4840  -1.7123  -2.8635
H  0.2754  3.1486  -3.0739
C  -1.4352  2.8747  -1.8414
S  3.3379  0.5507  2.1385
H  -4.3027  3.0113  -0.4061
H  0.2212  -4.3027  -3.2309
C  -0.4731  -4.5711  0.0737
C  3.3607  1.2125  3.8585
O  4.2625  -1.2281  -0.1750
N  4.8736  0.1153  1.9099
C  0.2603  1.5890  -0.4333
C  -3.6164  1.4642  1.5638
H  -2.7161  -1.5722  2.7253
O  1.0929  1.3458  -1.3528
C  0.0644  -3.3548  0.4202
Cl  -2.4380  -0.2013  -1.8647
F  4.4477  -2.3927  3.3162
H  -0.9054  -5.2237  0.8180
C  -2.8181  2.7469  -1.8319
C  -2.5674  -0.9139  0.6955
H  0.0691  3.6661  -0.6189
F  2.1215  1.5789  4.1473
C  0.7108  -2.8042  -1.7608
N  -3.5010  2.4480  -0.6282
O  6.5426  -1.4728  0.8056
H  -3.5062  3.4134  -5.0802
O  2.4573  -0.6380  2.1932
C  -3.5575  2.9679  -2.9887
C  -1.5309  3.2927  -4.2282
S  5.1562  -1.2103  1.0057
H  0.0537  -3.0234  1.4559
H  -2.1502  -1.8348  0.3167
F  4.1680  2.2599  3.9384
C  4.6264  -2.7134  2.0397
C  0.1610  -4.0477  -2.1814
C  -0.4169  -4.9038  -1.2890
H  -1.2391  2.9177  0.3015
C  -2.9213  3.2509  -4.1841
H  -1.0139  3.4709  -5.1618
C  -3.4334  0.4364  2.4644
N  0.6095  -2.4918  -0.4434
C  -0.6187  2.8136  -0.5838
F  3.5055  -3.2142  1.5296
H  -4.6360  2.8790  -2.9461
C  -2.8876  -0.7607  2.0319
H  -0.8238  -5.8462  -1.6396
C  -2.7848  0.1198  -0.1985
Sr  2.1571  -0.3618  -0.1091
O  0.1229  0.8956  0.6186
O  2.9058  1.6355  1.2735
C  -3.2852  1.3615  0.2094
F  3.7621  0.2829  4.7083
H  -3.7071  0.5904  3.4991

Computed properties:
Electronic energy = -4169.4505 Ha
Gap between HOMO and LUMO = 0.2483 Ha
Total charge = -1

Atomic charges from the Mulliken analysis, expressed in e, are listed below: -0.22 -0.29 -0.65 -0.44 0.39 0.72 1.10 0.29 0.40 -0.83 0.44 -0.79 -0.52 1.76 0.88 0.41 -1.08 -0.78 -0.13 -0.23 0.43 0.14 -0.69 0.45 -0.18 0.11 -0.01 -0.64 0.36 -0.73 -0.66 -0.80 1.09 0.59 0.53 -0.20 0.76 -0.84 -0.07 0.30 -0.50 0.39 -0.62 0.24 -1.28 -0.23 0.40 -0.51 0.35 0.59 1.71 -0.84 -0.54 -0.74 -0.19 0.40



Molecular formula: C21H14Cl2NO2SSbSe4Ti
Method: DFT, ωB97M-V/def2-TZVPD

Atoms and positions in Å:
H  1.4608  3.1190  -4.7427
C  3.1025  2.5055  0.5561
H  -0.4513  4.6661  -4.4387
C  0.5358  2.2719  -1.6271
O  -0.3265  0.7169  0.3447
Ti  -1.3494  -0.8021  -0.4999
C  1.0708  2.6765  1.8691
O  -3.1059  -1.0741  0.4716
H  -1.7416  4.6460  -2.3266
N  -1.1104  -2.7762  0.3847
C  -0.1161  -3.6236  0.2259
H  0.6682  -3.3325  -0.4661
H  -1.1154  3.0802  -0.5106
C  -3.3057  -4.5126  2.7752
C  -2.1527  -3.1000  1.2044
C  0.9129  3.1415  -3.8097
Se  3.7964  -0.6058  -1.6712
H  3.5487  4.5418  3.2240
S  0.9961  1.0759  -0.3884
C  3.0466  3.8774  2.5323
C  -0.0835  -4.8540  0.9040
Se  2.1698  -4.0347  -3.1523
C  3.7355  3.3648  1.4424
H  -1.0870  -6.1228  2.2932
Cl  -5.5731  -1.2783  2.2086
Se  -0.5476  -1.0536  -2.6016
C  -3.2095  -2.1250  1.2359
C  -0.1630  3.9971  -3.6378
H  3.6262  2.0802  -0.2935
C  -4.3046  -3.5863  2.8489
Sb  2.5823  -1.7164  -3.4150
C  -0.8921  3.9864  -2.4511
H  -5.1545  -3.7576  3.4949
C  1.2712  2.2616  -2.7980
H  0.0433  2.3788  2.0271
C  -2.1853  -4.2995  1.9350
H  1.1870  3.9249  3.6050
Se  2.4353  -0.5999  -5.5043
H  0.7495  -5.5220  0.7384
C  1.7717  2.1839  0.7800
C  -4.2606  -2.4032  2.0875
C  -1.0984  -5.1834  1.7561
H  2.0870  1.5611  -2.9347
C  -0.5438  3.1183  -1.4312
H  4.7739  3.6241  1.2832
C  1.7184  3.5322  2.7477
Cl  -3.4119  -5.9686  3.7249

Computed properties:
Electronic energy = -13028.1193 Ha
Spin multiplicity = 2
Gap between HOMO and LUMO (alpha / beta) = 0.2302 / 0.2308 Ha
Total charge = -1
⟨S²⟩ = 0.761

Atomic charges from the Mulliken analysis, expressed in e, are listed below: 0.42 -0.31 0.37 0.71 -0.67 0.75 -0.30 -0.99 0.37 0.01 -0.09 0.28 0.38 0.63 0.16 -0.64 -0.55 0.37 0.56 -0.44 -0.96 -0.56 -0.68 0.40 -0.23 -0.49 0.71 -0.40 0.31 -0.72 0.79 -0.64 0.44 -0.13 0.38 0.04 0.38 -0.58 0.43 0.47 0.37 -0.58 0.13 -0.40 0.39 -0.63 -0.27



| no. | maximum force (Eh/bohr) |
| --- | --- |
| 1 | 0.1626 |
| 2 | 0.0995 |
| 3 | 0.0096 |